(1)
DFT (ωB97M-V with the def2-TZVPD basis set) results for a structure of composition C37H56I2P3PdSi at a distorted geometry.

Values from the calculation:
Spin multiplicity: 1
LUMO energy (spin up / spin down) in Ha: -0.4428 / -0.4426
Charge: +3

Structure (XYZ):
```
100
Properties=species:S:1:pos:R:3:forces:R:3
Pd 1.2963 0.3792 0.3640 -0.67 1.29 0.62
C 1.2848 4.7574 -2.3307 0.12 0.04 0.00
C 0.7439 3.9912 -1.1165 -0.11 -0.03 0.16
C -0.7516 3.7412 -1.2367 0.04 0.10 -0.13
P 1.7301 2.4466 -0.9311 -0.25 0.03 0.12
C 3.4506 2.9130 -0.4223 -0.13 0.25 -0.26
C 4.4940 2.9347 -1.5443 0.08 -0.01 0.06
C 3.4334 4.2108 0.3934 0.17 0.06 0.07
C 1.5509 1.5623 -2.4933 0.00 -0.22 -0.08
C 2.3402 1.8887 -3.5987 0.07 0.02 0.06
C 2.1758 1.2059 -4.7964 0.01 0.01 0.00
C 1.2249 0.2024 -4.8958 -0.02 -0.03 -0.05
C 0.4207 -0.1094 -3.8052 0.05 0.01 -0.11
C 0.5590 0.5617 -2.5913 -0.03 0.46 -0.01
Si -0.5040 0.0103 -1.1522 -0.60 -1.17 0.36
C -2.1298 0.8107 -0.7391 0.00 0.45 -0.38
C -2.7340 1.4570 -1.8272 0.03 0.05 -0.06
C -3.8966 2.2065 -1.6742 0.07 -0.10 -0.10
C -4.4449 2.3632 -0.4120 0.00 0.10 0.12
C -3.8897 1.6871 0.6718 0.01 0.03 -0.39
C -2.7740 0.8599 0.5076 -0.85 0.32 0.53
P -2.4089 -0.3181 1.8378 1.59 -0.94 -0.47
C -3.7430 -1.6213 1.7700 -0.42 0.73 0.01
C -3.7267 -2.3522 0.4321 -0.04 0.01 0.08
C -5.1669 -1.0810 2.0142 0.02 -0.46 -0.01
C -2.3830 0.4476 3.5170 -0.40 -0.32 -0.08
C -3.7252 0.5396 4.2586 0.36 0.28 0.31
C -1.3729 -0.3602 4.3537 -0.12 0.24 0.12
C -0.7976 -1.8048 -1.4091 0.19 -0.11 0.00
C -1.7515 -2.2702 -2.3175 -0.13 0.05 -0.06
C -1.9314 -3.6326 -2.5122 0.02 0.09 0.00
C -1.1753 -4.5440 -1.7801 -0.05 -0.08 -0.06
C -0.2317 -4.0961 -0.8714 0.06 0.05 0.11
C -0.0297 -2.7208 -0.6931 -0.05 -0.29 -0.06
P 1.2272 -2.0335 0.4074 0.14 -0.43 -0.66
C 2.8816 -2.5881 -0.2608 -0.26 0.00 -0.06
C 2.9215 -4.0532 -0.7049 0.22 -0.05 0.16
C 3.3136 -1.6842 -1.4203 0.19 -0.25 0.04
C 1.0149 -2.6535 2.1566 0.20 -0.13 -0.10
C -0.1286 -3.6554 2.3308 0.02 -0.07 0.05
C 2.3124 -3.2302 2.7356 -0.17 -0.08 0.06
H 0.8390 5.7542 -2.3088 0.03 -0.04 -0.03
H 0.9936 4.2786 -3.2644 -0.02 0.01 0.00
H 2.3710 4.8863 -2.3256 -0.12 0.01 0.01
H 0.9264 4.5600 -0.2059 0.11 0.02 0.02
H -0.9833 3.1980 -2.1551 0.05 0.10 0.11
H -1.2695 4.7031 -1.2784 0.08 -0.05 -0.04
H -1.1442 3.1929 -0.3806 -0.06 0.04 -0.11
H 3.7271 2.1125 0.2511 0.08 -0.21 0.06
H 4.3420 3.7621 -2.2387 0.01 -0.03 0.07
H 4.5274 1.9999 -2.1027 0.03 0.03 0.05
H 5.4717 3.0769 -1.0822 0.01 0.04 -0.01
H 3.2619 5.0888 -0.2334 0.03 -0.10 0.05
H 4.4136 4.3332 0.8634 -0.04 0.02 -0.10
H 2.6889 4.1966 1.1907 0.07 0.05 -0.09
H 3.0800 2.6748 -3.5423 -0.11 -0.09 -0.07
H 2.8004 1.4572 -5.6459 -0.07 0.00 0.05
H 1.1061 -0.3441 -5.8249 0.00 0.06 0.07
H -0.3054 -0.9059 -3.9079 0.02 0.05 0.00
H -2.2717 1.4041 -2.8162 -0.11 0.05 0.19
H -4.3441 2.6939 -2.5325 0.01 -0.05 0.05
H -5.3178 2.9905 -0.2660 0.07 -0.04 -0.04
H -4.3533 1.7847 1.6474 0.03 -0.05 -0.11
H -3.4739 -2.3164 2.5697 0.04 -0.01 0.06
H -4.0526 -1.6886 -0.3728 0.01 -0.02 0.00
H -4.4263 -3.1880 0.4816 -0.01 0.03 -0.05
H -2.7511 -2.7472 0.1778 0.25 -0.09 -0.02
H -5.4030 -0.2430 1.3596 0.00 -0.04 -0.04
H -5.3554 -0.7965 3.0426 -0.03 -0.01 -0.12
H -5.8615 -1.8873 1.7717 -0.09 0.06 -0.01
H -2.0000 1.4511 3.3491 0.08 0.21 0.04
H -4.0923 -0.4475 4.5420 0.04 0.07 -0.04
H -4.4996 1.0692 3.7053 0.07 -0.06 0.02
H -3.5520 1.0920 5.1854 -0.07 -0.02 0.01
H -1.6847 -1.4061 4.4481 0.04 0.10 -0.04
H -1.3228 0.0600 5.3618 -0.01 -0.08 -0.03
H -0.3663 -0.3320 3.9256 -0.10 0.01 -0.04
H -2.3761 -1.5641 -2.8678 0.10 -0.16 0.11
H -2.6652 -3.9860 -3.2274 0.03 0.01 0.06
H -1.3219 -5.6106 -1.9206 0.00 0.14 0.02
H 0.3413 -4.8245 -0.3107 -0.07 0.07 -0.04
H 3.5766 -2.4640 0.5774 0.05 -0.01 0.00
H 2.2897 -4.2153 -1.5768 0.00 0.02 0.02
H 2.6229 -4.7462 0.0847 -0.01 0.05 -0.09
H 3.9456 -4.3104 -0.9871 -0.06 0.02 0.02
H 2.6472 -1.7983 -2.2776 -0.03 0.05 0.01
H 4.3240 -1.9586 -1.7398 -0.13 -0.01 -0.01
H 3.3356 -0.6281 -1.1467 -0.03 0.21 0.03
H 0.7489 -1.7487 2.6979 -0.08 0.14 0.13
H 0.1402 -4.6410 1.9446 -0.01 0.07 0.01
H -1.0522 -3.3360 1.8514 -0.01 0.08 -0.02
H -0.3209 -3.7717 3.4015 0.02 0.02 -0.10
H 2.6386 -4.1174 2.1879 0.02 0.11 0.08
H 2.1272 -3.5350 3.7684 0.02 0.03 -0.06
H 3.1392 -2.5168 2.7601 0.03 -0.05 0.00
I 0.4902 2.4023 1.8493 0.21 -0.51 -0.29
C 3.7294 1.5504 3.4866 0.19 -0.74 -0.39
I 3.8107 0.1661 2.0711 0.20 0.51 0.90
H 2.7624 1.7878 3.9291 0.15 0.09 -0.11
H 4.6696 1.9798 3.8421 -0.26 0.01 -0.07
```
Forces are in eV/Å.

Atom charges from the Löwdin analysis, given in e for atoms 1 to 99:
1. Pd 0.0809
2. C -0.0628
3. C -0.5534
4. C -0.1142
5. P 0.9913
6. C -0.5388
7. C -0.0772
8. C -0.1082
9. C -0.3568
10. C -0.0719
11. C -0.0123
12. C -0.0105
13. C -0.0556
14. C -0.2772
15. Si 0.6529
16. C -0.3193
17. C -0.1218
18. C -0.0377
19. C -0.0233
20. C -0.0711
21. C -0.4061
22. P 1.0901
23. C -0.5038
24. C -0.1071
25. C -0.0882
26. C -0.5609
27. C -0.1009
28. C -0.1338
29. C -0.3191
30. C -0.0969
31. C -0.0261
32. C -0.0232
33. C -0.0810
34. C -0.3771
35. P 1.0065
36. C -0.5431
37. C -0.0831
38. C -0.1160
39. C -0.5137
40. C -0.0838
41. C -0.1074
42. H 0.1121
43. H 0.0899
44. H 0.0714
45. H 0.0744
46. H 0.0757
47. H 0.1147
48. H 0.0106
49. H -0.0262
50. H 0.0857
51. H 0.0783
52. H 0.1035
53. H 0.0936
54. H 0.1023
55. H 0.0130
56. H 0.0936
57. H 0.1321
58. H 0.1316
59. H 0.1020
60. H 0.1123
61. H 0.1260
62. H 0.1276
63. H 0.1031
64. H 0.1095
65. H 0.0888
66. H 0.0985
67. H 0.0383
68. H 0.0714
69. H 0.0532
70. H 0.0936
71. H 0.0457
72. H 0.0835
73. H 0.0679
74. H 0.0929
75. H 0.0818
76. H 0.0901
77. H 0.0277
78. H 0.1220
79. H 0.1282
80. H 0.1292
81. H 0.1037
82. H 0.0598
83. H 0.0847
84. H 0.0758
85. H 0.1022
86. H 0.0890
87. H 0.1014
88. H 0.0221
89. H 0.0541
90. H 0.0874
91. H 0.0571
92. H 0.0987
93. H 0.0838
94. H 0.1033
95. H 0.0005
96. I 0.7419
97. C -0.3166
98. I 1.3364
99. H -0.0146

---

(2)
DFT (ωB97M-V with the def2-TZVPD basis set) results for a structure of composition C37H56O3PPtSSi4.

Values from the calculation:
Spin multiplicity: 1
LUMO energy in Ha: -0.1235
Charge: +1

Structure (XYZ):
```
103
Properties=species:S:1:pos:R:3:forces:R:3
Pt -0.6337 0.8923 -0.4159 -0.17 0.06 -0.07
C -1.4782 3.1186 -0.8905 -0.09 0.08 0.05
C -1.7600 2.2585 -2.0220 0.15 -0.10 -0.03
C -2.6507 1.2358 -1.6073 0.04 -0.09 -0.07
C -2.8371 1.3824 -0.2005 0.00 0.06 0.17
C -2.1484 2.5932 0.2226 -0.03 0.00 0.00
C -2.4040 3.3140 1.5078 0.03 0.00 -0.02
C -3.8830 0.6915 0.6260 -0.04 0.01 -0.02
C -3.3623 0.2587 -2.4885 -0.01 -0.04 0.01
C -1.3830 2.5566 -3.4373 0.00 0.02 -0.02
C -0.8175 4.4609 -0.9370 0.01 -0.02 -0.06
H -1.6752 4.1057 1.6712 0.01 0.00 0.02
H -2.3977 2.6643 2.3793 0.00 -0.07 0.02
H -3.3923 3.7824 1.4652 0.01 0.02 -0.01
H -3.4801 -0.0499 1.3128 0.02 -0.02 0.01
H -4.6076 0.1890 -0.0131 0.00 0.00 -0.01
H -4.4283 1.4285 1.2193 0.00 -0.01 0.01
H -3.6021 -0.6613 -1.9557 0.02 0.00 -0.01
H -2.7720 -0.0153 -3.3614 -0.01 0.02 -0.01
H -4.2987 0.6878 -2.8552 -0.01 0.00 0.01
H -1.2814 1.6532 -4.0382 -0.03 0.01 0.00
H -0.4438 3.1025 -3.4999 -0.01 0.01 -0.01
H -2.1583 3.1713 -3.9029 0.00 0.01 0.01
H -0.1848 4.6344 -0.0657 0.01 0.00 0.00
H -1.5754 5.2487 -0.9543 -0.01 0.00 0.01
H -0.2071 4.5794 -1.8290 -0.04 0.00 0.03
O 2.6640 -3.4483 0.7957 -0.02 -0.01 -0.03
S 2.4575 -2.0790 1.2448 0.03 -0.06 0.06
O 2.4787 0.8749 2.0662 0.02 -0.02 0.05
O 1.0278 -1.6015 0.6396 -0.03 -0.01 0.08
C 3.4539 -1.0307 0.1722 0.05 0.03 -0.01
C 4.7957 -1.2646 0.4378 0.00 0.00 0.01
C 5.7932 -0.5638 -0.2200 0.02 -0.04 0.04
C 5.4226 0.3891 -1.1440 -0.02 0.03 -0.05
C 4.0783 0.6202 -1.4121 0.04 0.02 -0.01
C 3.0451 -0.0698 -0.7708 -0.01 -0.06 -0.02
P 1.3292 0.2565 -1.4588 0.05 0.11 -0.06
C 1.6943 1.6213 -2.6130 -0.01 -0.02 -0.03
C 1.8180 2.9023 -2.0772 0.06 -0.01 0.01
C 2.1566 3.9735 -2.8884 0.02 -0.02 0.02
C 2.3500 3.7792 -4.2507 0.00 -0.01 0.00
C 2.2218 2.5083 -4.7903 0.01 0.01 -0.02
C 1.9100 1.4284 -3.9741 -0.02 0.00 0.00
C 1.0676 -1.1791 -2.5390 -0.12 0.06 -0.01
C 1.8868 -2.2971 -2.5682 0.04 -0.05 0.01
C 1.5749 -3.3614 -3.4079 0.04 0.01 0.02
C 0.4635 -3.3021 -4.2304 -0.03 0.01 -0.03
C -0.3516 -2.1741 -4.2183 0.01 -0.05 0.00
C -0.0545 -1.1270 -3.3677 0.03 0.00 0.01
H 5.0610 -2.0214 1.1680 0.00 0.00 0.00
H 6.8346 -0.7659 -0.0098 0.00 0.00 0.00
H 6.1702 0.9588 -1.6798 0.00 0.00 0.00
H 3.8528 1.3578 -2.1651 0.02 -0.01 0.04
H 1.6570 3.0558 -1.0155 0.00 -0.01 0.00
H 2.2667 4.9616 -2.4594 -0.01 0.00 0.00
H 2.6037 4.6168 -4.8870 0.00 0.00 0.00
H 2.3769 2.3502 -5.8495 0.00 0.00 0.00
H 1.8435 0.4388 -4.4057 -0.01 -0.02 0.01
H 2.7595 -2.3657 -1.9333 0.00 -0.01 0.00
H 2.2087 -4.2383 -3.4119 0.00 0.00 0.00
H 0.2275 -4.1335 -4.8817 0.00 0.01 0.00
H -1.2214 -2.1228 -4.8608 0.00 0.00 0.00
H -0.6959 -0.2550 -3.3298 0.00 -0.03 0.02
C -1.6866 -4.8178 1.7456 0.08 0.02 -0.08
Si -2.0098 -3.1138 1.0093 -0.16 -0.02 0.11
C -3.8176 -2.9212 0.5344 -0.01 -0.09 -0.05
C -1.0715 -3.1047 -0.5985 -0.05 0.04 -0.03
Si 0.0520 -0.3894 1.2453 0.25 0.31 -0.02
Si -1.8384 -1.9460 3.1603 -0.04 -0.21 -0.04
C -0.4096 -2.7303 4.0922 0.01 0.03 0.01
C -3.4536 -2.6714 3.8122 0.00 0.13 0.11
C -2.0185 -0.1051 3.5941 -0.02 0.02 -0.04
Si 1.1704 0.6998 3.0658 -0.02 -0.03 0.03
C 3.6377 1.6568 2.3273 -0.01 -0.03 -0.03
C 0.4334 2.3854 3.3479 0.04 0.01 -0.02
C 1.6553 -0.0845 4.6799 -0.02 -0.06 -0.02
H -2.0642 -5.5545 1.0304 0.00 -0.01 0.00
H -2.1474 -5.0197 2.7093 -0.03 0.00 0.01
H -0.6099 -4.9794 1.8375 0.00 0.00 0.01
H -4.0579 -3.7620 -0.1236 -0.03 0.01 0.00
H -3.9934 -2.0073 -0.0334 0.03 -0.01 0.01
H -4.5125 -2.9468 1.3713 0.00 0.01 -0.02
H -1.6227 -3.8121 -1.2277 0.02 0.00 -0.03
H -0.0474 -3.4561 -0.5034 0.01 0.00 -0.01
H -1.0762 -2.1389 -1.1013 0.02 0.02 -0.01
H -0.5581 -3.8097 4.1328 0.02 -0.02 -0.02
H -0.3710 -2.3663 5.1209 0.00 0.00 0.01
H 0.5653 -2.5525 3.6335 0.00 0.01 0.01
H -3.6362 -3.7137 3.5626 0.02 0.00 -0.01
H -4.2911 -2.0745 3.4477 -0.03 -0.03 0.02
H -3.4385 -2.5811 4.9030 0.00 0.00 -0.01
H -1.3261 0.1551 4.3964 -0.01 0.00 0.02
H -3.0305 0.0541 3.9741 0.01 0.00 -0.01
H -1.8718 0.6011 2.7772 0.01 0.05 -0.02
H 3.3898 2.7200 2.3600 0.01 0.00 0.01
H 4.3471 1.4838 1.5190 0.00 0.01 -0.01
H 4.1053 1.3661 3.2714 -0.01 0.01 0.00
H 0.1717 2.8473 2.3952 -0.01 0.01 -0.01
H 1.2111 2.9969 3.8173 -0.02 0.02 0.00
H -0.4359 2.4020 4.0024 -0.02 -0.03 0.01
H 2.1940 -1.0223 4.5449 -0.01 0.00 -0.01
H 0.7913 -0.2737 5.3155 -0.01 -0.01 0.04
H 2.3066 0.6107 5.2177 0.00 0.01 -0.02
```
Forces are in eV/Å.

Atom charges from the Löwdin analysis, given in e for atoms 1 to 99:
1. Pt 0.8891
2. C -0.2836
3. C -0.2818
4. C -0.3066
5. C -0.3250
6. C -0.3126
7. C -0.0298
8. C -0.0183
9. C -0.0176
10. C -0.0112
11. C -0.0247
12. H 0.0763
13. H 0.0610
14. H 0.1011
15. H 0.0456
16. H 0.0809
17. H 0.0939
18. H 0.0715
19. H 0.0629
20. H 0.0992
21. H 0.0732
22. H 0.0604
23. H 0.1052
24. H 0.0835
25. H 0.1004
26. H 0.0553
27. O -0.4049
28. S 0.8916
29. O -0.3723
30. O -0.6370
31. C -0.3589
32. C -0.0823
33. C -0.0519
34. C -0.0498
35. C -0.0608
36. C -0.2627
37. P 0.9669
38. C -0.3948
39. C -0.1384
40. C -0.0792
41. C -0.0627
42. C -0.0577
43. C -0.0747
44. C -0.3618
45. C -0.0588
46. C -0.0523
47. C -0.0622
48. C -0.0608
49. C -0.1289
50. H 0.1173
51. H 0.1172
52. H 0.1162
53. H 0.0944
54. H 0.1047
55. H 0.1148
56. H 0.1115
57. H 0.1126
58. H 0.1110
59. H 0.1035
60. H 0.1143
61. H 0.1105
62. H 0.1112
63. H 0.0645
64. C -0.1997
65. Si 0.4835
66. C -0.1912
67. C -0.2103
68. Si 0.4269
69. Si 0.4538
70. C -0.2027
71. C -0.2130
72. C -0.2478
73. Si 0.3691
74. C -0.0893
75. C -0.1628
76. C -0.1638
77. H 0.0460
78. H 0.0192
79. H 0.0420
80. H 0.0454
81. H 0.0005
82. H 0.0221
83. H 0.0558
84. H 0.0309
85. H -0.0014
86. H 0.0335
87. H 0.0397
88. H 0.0058
89. H 0.0248
90. H 0.0319
91. H 0.0483
92. H 0.0195
93. H 0.0506
94. H -0.0402
95. H 0.0901
96. H 0.0768
97. H 0.0938
98. H 0.0181
99. H 0.0484

---

Look up the spin multiplicity of the first one. 1